[1]
Molecular formula: C48H63BN3O2PSSi
Method: DFT, the ωB97M-V functional and the def2-TZVPD basis

Last column: Löwdin charge in e.
Geometry (Å):
1 C 2.675 -2.781 3.473  -0.078
2 C 2.419 -3.121 1.988  -0.246
3 N 1.934 -1.936 1.205  0.014
4 C 2.750 -1.752 0.057  -0.265
5 C 3.721 -0.773 -0.108  -0.170
6 C 3.953 0.261 0.989  -0.088
7 C 2.982 1.437 0.706  -0.215
8 O 1.656 0.939 0.957  -0.240
9 Si 0.516 1.258 -0.236  0.429
10 C 0.936 0.591 -1.947  -0.124
11 C -1.052 0.365 0.315  -0.147
12 C 0.057 3.083 -0.414  -0.156
13 C 4.459 -0.696 -1.257  0.003
14 C 4.255 -1.582 -2.298  -0.042
15 B 5.115 -1.447 -3.630  -0.542
16 O 5.216 -0.159 -4.166  0.126
17 N 5.718 -2.601 -4.240  -0.082
18 C 6.495 -3.403 -3.246  -0.051
19 C 6.597 -2.266 -5.374  -0.093
20 C 3.275 -2.553 -2.166  -0.243
21 C 2.550 -2.621 -0.997  -0.365
22 S 1.286 -3.881 -0.934  1.032
23 C 0.655 -3.713 -2.594  -0.460
24 C 1.604 -3.505 -3.569  -0.279
25 C 1.200 -3.329 -4.868  -0.014
26 C -0.141 -3.380 -5.161  -0.091
27 C -1.095 -3.592 -4.205  -0.098
28 C -0.692 -3.756 -2.891  -0.393
29 P -1.840 -3.984 -1.466  0.945
30 C -1.677 -5.724 -0.836  -0.283
31 C -3.556 -3.739 -2.163  -0.429
32 C -4.450 -3.224 -1.025  -0.186
33 N 3.000 -3.465 -3.242  0.069
34 H 2.869 -1.716 3.647  0.064
35 H 3.555 -3.328 3.823  0.070
36 H 1.844 -3.066 4.122  0.069
37 H 1.623 -3.874 1.979  0.088
38 H 3.327 -3.556 1.564  0.113
39 H 2.023 -1.157 1.844  0.069
40 H 4.979 0.637 0.964  0.120
41 H 3.709 -0.192 1.951  0.101
42 H 3.058 1.665 -0.367  0.112
43 H 3.180 2.303 1.345  0.121
44 H 1.349 1.367 -2.602  0.033
45 H 1.547 -0.312 -1.963  0.019
46 H -0.025 0.317 -2.406  0.038
47 H -1.762 0.274 -0.516  0.022
48 H -1.564 0.889 1.130  0.021
49 H -0.807 -0.666 0.599  0.027
50 H -0.142 3.509 0.574  0.019
51 H 0.785 3.642 -1.010  0.030
52 H -0.889 3.120 -0.970  0.027
53 H 5.224 0.066 -1.378  0.129
54 H 6.151 0.073 -4.236  0.102
55 H 5.791 -4.069 -2.743  0.080
56 H 7.290 -3.969 -3.733  0.083
57 H 6.960 -2.714 -2.531  0.090
58 H 6.189 -1.469 -5.994  0.084
59 H 6.669 -3.155 -6.016  0.088
60 H 7.628 -2.051 -5.053  0.089
61 H 1.970 -3.163 -5.614  0.121
62 H -0.437 -3.219 -6.195  0.108
63 H -2.143 -3.595 -4.478  0.096
64 H -2.660 -6.206 -0.849  0.032
65 H -1.379 -5.650 0.212  0.019
66 H -0.903 -6.298 -1.350  0.034
67 H -3.465 -2.943 -2.904  0.060
68 H -3.886 -4.696 -2.578  0.074
69 H -4.334 -3.820 -0.115  0.060
70 H -4.219 -2.189 -0.762  0.053
71 H -5.496 -3.231 -1.350  0.064
72 H 3.260 -4.397 -2.912  0.132
73 C -2.475 3.935 5.218  -0.103
74 C -1.586 3.914 4.151  -0.097
75 C -0.930 2.736 3.817  -0.094
76 C -1.170 1.578 4.543  -0.086
77 C -2.061 1.598 5.607  -0.095
78 C -2.710 2.777 5.947  -0.119
79 H -2.983 4.854 5.481  0.102
80 H -1.404 4.816 3.580  0.100
81 H -0.232 2.720 2.989  0.087
82 H -0.661 0.659 4.278  0.103
83 H -2.248 0.694 6.173  0.105
84 H -3.401 2.794 6.780  0.100
85 C -2.522 3.409 -5.868  -0.097
86 C -3.099 4.647 -5.618  -0.098
87 C -2.658 5.415 -4.548  -0.097
88 C -1.635 4.948 -3.734  -0.095
89 C -1.056 3.712 -3.987  -0.099
90 C -1.503 2.940 -5.052  -0.092
91 H -2.868 2.809 -6.701  0.099
92 H -3.892 5.014 -6.257  0.099
93 H -3.112 6.377 -4.349  0.099
94 H -1.288 5.548 -2.902  0.100
95 H -0.259 3.349 -3.351  0.077
96 H -1.054 1.973 -5.245  0.101
97 C -5.544 0.768 -1.275  -0.100
98 C -5.370 1.857 -0.433  -0.092
99 C -6.469 2.445 0.178  -0.096
100 C -7.742 1.938 -0.048  -0.099
101 C -7.916 0.847 -0.888  -0.100
102 C -6.818 0.263 -1.505  -0.099
103 H -4.686 0.311 -1.753  0.093
104 H -4.376 2.248 -0.252  0.097
105 H -6.334 3.298 0.830  0.100
106 H -8.599 2.394 0.431  0.099
107 H -8.908 0.451 -1.062  0.099
108 H -6.953 -0.585 -2.164  0.097
109 C 1.639 3.133 7.949  -0.091
110 C 2.129 2.549 9.110  -0.101
111 C 1.252 2.123 10.096  -0.102
112 C -0.117 2.273 9.918  -0.096
113 C -0.607 2.853 8.756  -0.094
114 C 0.271 3.288 7.772  -0.088
115 H 2.325 3.469 7.180  0.100
116 H 3.197 2.427 9.245  0.098
117 H 1.634 1.673 11.004  0.098
118 H -0.803 1.936 10.686  0.099
119 H -1.674 2.967 8.617  0.089
120 H -0.111 3.745 6.867  0.090

Calculated values
Total charge = 0
LUMO level = 0.446 eV
SMILES = CCNc1c(CCO[Si](C)(C)C)cc(B(O)N(C)C)c2c1Sc1c(cccc1P(C)CC)N2.c1ccccc1.c1ccccc1.c1ccccc1.c1ccccc1
DFT total energy = -88044.783 eV
Gap between HOMO and LUMO = 7.96 eV


[2]
Molecular formula: C19H44ClF2N4O7S5
Method: DFT, the ωB97M-V functional and the def2-TZVPD basis

Last column: Löwdin charge in e.
Geometry (Å):
1 C -3.401 -2.015 1.580  -0.094
2 C -3.016 -1.503 0.184  -0.194
3 C -2.627 -0.018 0.263  -0.128
4 O -3.259 0.814 -0.779  -0.010
5 N -2.347 1.366 -1.596  -0.015
6 C -1.498 2.435 -1.509  -0.237
7 N -1.384 3.294 -0.519  -0.004
8 C -0.351 4.344 -0.683  -0.102
9 C 1.084 3.795 -0.538  -0.126
10 C 1.772 4.212 0.760  -0.214
11 F 2.985 4.832 0.529  -0.051
12 C -2.174 3.305 0.709  -0.147
13 C -1.417 2.775 1.933  -0.226
14 C -2.228 3.083 3.193  -0.571
15 Cl -3.813 2.286 3.190  0.619
16 N -0.761 2.501 -2.640  0.213
17 C -1.134 1.537 -3.443  -0.035
18 N -2.113 0.831 -2.835  -0.059
19 S -2.804 -0.480 -3.673  0.643
20 O -3.146 0.055 -4.935  -0.187
21 O -1.899 -1.560 -3.675  -0.176
22 F -4.074 -0.768 -2.898  -0.049
23 H -3.883 -1.267 2.212  0.070
24 H -4.122 -2.820 1.452  0.078
25 H -2.558 -2.434 2.120  0.063
26 H -3.801 -1.694 -0.542  0.103
27 H -2.110 -2.041 -0.092  0.107
28 H -1.544 0.094 0.242  0.132
29 H -2.971 0.386 1.213  0.072
30 H -0.558 5.121 0.047  0.125
31 H -0.452 4.780 -1.673  0.126
32 H 1.074 2.717 -0.678  0.111
33 H 1.670 4.177 -1.379  0.097
34 H 1.113 4.873 1.326  0.111
35 H 1.976 3.348 1.397  0.115
36 H -2.365 4.355 0.936  0.133
37 H -3.151 2.842 0.611  0.102
38 H -1.236 1.703 1.878  0.099
39 H -0.458 3.279 2.060  0.104
40 H -1.630 2.780 4.048  0.085
41 H -2.336 4.162 3.285  0.083
42 H -0.763 1.308 -4.428  0.164
43 C 4.741 4.608 3.098  -0.272
44 S 5.184 3.326 4.275  0.798
45 O 3.986 3.090 5.125  -0.559
46 C 6.330 4.325 5.232  -0.271
47 H 3.996 4.201 2.425  0.009
48 H 4.327 5.469 3.625  0.065
49 H 5.622 4.903 2.527  0.060
50 H 5.815 5.204 5.622  0.059
51 H 7.166 4.624 4.599  0.054
52 H 6.697 3.720 6.058  0.051
53 C 4.889 3.718 -2.748  -0.269
54 S 3.910 4.100 -4.205  0.820
55 O 2.479 4.093 -3.785  -0.576
56 C 4.221 2.550 -5.057  -0.271
57 H 4.800 4.551 -2.053  0.047
58 H 4.513 2.808 -2.280  0.057
59 H 5.933 3.593 -3.035  0.057
60 H 3.889 1.716 -4.437  0.056
61 H 5.285 2.463 -5.272  0.057
62 H 3.661 2.560 -5.990  0.050
63 C -0.475 -6.102 3.021  -0.265
64 S -1.352 -6.080 1.453  0.810
65 O -1.758 -4.662 1.199  -0.578
66 C -2.806 -6.953 2.032  -0.267
67 H 0.464 -5.567 2.891  0.048
68 H -1.075 -5.610 3.787  0.057
69 H -0.270 -7.134 3.303  0.058
70 H -3.255 -6.406 2.863  0.058
71 H -2.521 -7.957 2.343  0.059
72 H -3.511 -7.016 1.207  0.048
73 C -2.816 -8.033 -2.723  -0.271
74 S -1.684 -9.192 -1.943  0.812
75 O -1.718 -8.920 -0.483  -0.570
76 C -0.180 -8.444 -2.584  -0.269
77 H -3.828 -8.293 -2.419  0.050
78 H -2.584 -7.018 -2.398  0.055
79 H -2.729 -8.115 -3.807  0.054
80 H -0.125 -7.402 -2.268  0.056
81 H -0.177 -8.513 -3.671  0.054
82 H 0.667 -8.995 -2.181  0.051

Calculated values
Total charge = +1
LUMO level = -3.105 eV
Energy above the lowest of the compared OMol25 structures with the same formula, charge and spin = 41.88 kJ/mol
DFT total energy = -112829.897 eV
Gap between HOMO and LUMO = 7.24 eV


[3]
Molecular formula: C28H30Br2N2OSTe4Tl
Method: DFT, the ωB97M-V functional and the def2-TZVPD basis

Last column: Löwdin charge in e.
Geometry (Å):
1 Tl 1.349 -0.032 -1.574  0.201
2 C 3.120 -1.484 -6.126  -0.084
3 C 1.938 -0.552 -5.885  -0.383
4 C 2.429 0.781 -5.310  -0.077
5 C 0.874 -1.144 -4.980  -0.237
6 C -0.394 -0.573 -4.951  -0.055
7 C -1.374 -1.033 -4.083  -0.061
8 C -1.120 -2.087 -3.212  -0.314
9 C -2.153 -2.559 -2.227  -0.059
10 C 0.143 -2.672 -3.252  -0.093
11 C 1.124 -2.209 -4.120  -0.074
12 H 3.801 -1.045 -6.857  0.076
13 H 2.795 -2.457 -6.500  0.081
14 H 3.685 -1.636 -5.203  0.048
15 H 1.457 -0.344 -6.848  0.132
16 H 2.911 0.622 -4.342  -0.001
17 H 1.600 1.475 -5.158  0.075
18 H 3.155 1.249 -5.980  0.078
19 H -0.616 0.257 -5.615  0.114
20 H -2.350 -0.559 -4.077  0.106
21 H -2.292 -3.639 -2.282  0.081
22 H -3.118 -2.083 -2.408  0.073
23 H -1.840 -2.323 -1.205  0.025
24 H 0.374 -3.486 -2.574  0.111
25 H 2.103 -2.672 -4.100  0.107
26 Br 3.987 4.208 3.548  0.739
27 C 3.118 3.629 1.969  -0.684
28 C 3.852 3.386 0.827  -0.096
29 C 3.153 2.953 -0.292  -0.147
30 N 1.840 2.768 -0.305  0.076
31 C 1.150 2.980 0.812  -0.255
32 C 1.750 3.428 1.984  -0.082
33 C -0.307 2.639 0.771  -0.205
34 C -1.229 3.256 1.613  -0.066
35 C -2.542 2.829 1.546  -0.690
36 Br -3.835 3.626 2.680  0.756
37 C -2.914 1.813 0.689  -0.108
38 C -1.913 1.262 -0.099  -0.115
39 N -0.655 1.673 -0.071  0.082
40 H 4.925 3.504 0.804  0.109
41 H 3.683 2.705 -1.207  0.085
42 H 1.189 3.566 2.897  0.102
43 H -0.948 4.056 2.282  0.105
44 H -3.928 1.444 0.651  0.095
45 H -2.131 0.437 -0.770  0.110
46 Te 0.565 -2.007 0.760  -0.054
47 Te 4.653 -0.472 -2.119  -0.202
48 Te 4.815 -1.524 0.373  -0.124
49 Te 2.634 -0.464 1.593  -0.104
50 C 1.198 -1.982 4.996  -0.069
51 C -0.202 -1.616 4.601  -0.299
52 C -0.504 -0.319 4.194  -0.064
53 C -1.775 0.013 3.760  -0.088
54 C -2.765 -0.957 3.752  -0.402
55 C -2.490 -2.258 4.137  -0.066
56 C -1.209 -2.576 4.562  -0.042
57 S -4.417 -0.536 3.215  0.879
58 C -4.888 0.348 4.715  -0.251
59 O -5.229 -1.784 3.212  -0.539
60 H 1.742 -1.116 5.374  0.076
61 H 1.740 -2.346 4.120  0.042
62 H 1.211 -2.763 5.757  0.076
63 H 0.278 0.432 4.190  0.106
64 H -1.988 1.020 3.421  0.085
65 H -3.278 -2.998 4.089  0.105
66 H -0.979 -3.595 4.852  0.115
67 H -4.823 -0.349 5.549  0.061
68 H -5.912 0.694 4.577  0.046
69 H -4.220 1.196 4.858  0.028

Calculated values
Total charge = -1
LUMO level = 1.859 eV
Energy above the lowest of the compared OMol25 structures with the same formula, charge and spin = 0.00 kJ/mol
DFT total energy = -219341.551 eV
Gap between HOMO and LUMO = 5.35 eV


HOMO energy, record by record: -7.52, -10.34, -3.49 eV